# 1
DFT (wB97M-V/def2-TZVPD) results for a molecular structure, C20H23BrCoN7O2S2.

Positions of all 56 atoms, in Å:
Co -0.15568 -0.81119 -0.09202
O 3.88092 -2.44173 2.97608
C 4.49115 -1.87727 1.90684
C 5.88150 -1.83234 1.83173
C 6.51501 -1.25760 0.74736
C 5.76762 -0.71268 -0.28857
C 4.38969 -0.75469 -0.21626
C 3.72328 -1.33113 0.86818
C 2.24726 -1.32619 0.84742
O 1.67268 -0.74178 -0.17377
N 1.55447 -1.87624 1.79515
N 0.18060 -1.71703 1.54246
C -0.52771 -2.19669 2.50861
S 0.27427 -2.89214 3.89040
C -1.26097 -3.45398 4.68090
C -2.36465 -2.47855 4.33476
S -2.27401 -2.17736 2.55024
H 4.55677 -2.76001 3.58506
H 6.46473 -2.25724 2.64134
H 7.59631 -1.23594 0.71254
H 6.25636 -0.26225 -1.14107
H 3.78883 -0.33820 -1.01162
H -1.08308 -3.48463 5.75515
H -1.49886 -4.45856 4.33268
H -2.24009 -1.53095 4.85671
H -3.35399 -2.88156 4.54648
C -1.91629 5.16706 -1.46971
C -1.11841 4.87701 -2.73644
C -1.94056 4.07854 -3.74300
C 0.21849 4.19996 -2.43140
N 0.05908 2.86818 -1.84209
C -0.05313 1.67647 -2.43588
N -0.22151 0.78138 -1.49785
N -0.22545 1.45286 -0.32794
N -0.07567 2.70248 -0.52072
H -2.81992 5.72422 -1.71564
H -1.33872 5.75397 -0.75485
H -2.22227 4.24259 -0.97499
H -0.84068 5.82967 -3.19718
H -2.29005 3.13708 -3.31003
H -1.37283 3.85510 -4.64908
H -2.82574 4.64045 -4.03844
H 0.80364 4.77677 -1.71782
H 0.80738 4.07086 -3.33915
H 0.01440 1.50542 -3.49594
Br -3.36581 0.77677 0.77294
C -3.24581 -0.81559 -0.21238
C -4.42141 -1.41415 -0.64142
C -4.34681 -2.61742 -1.31435
C -3.10182 -3.18985 -1.53739
C -1.98982 -2.52576 -1.07617
N -2.04473 -1.34563 -0.42208
H -5.36715 -0.93670 -0.43422
H -5.25003 -3.10638 -1.65360
H -2.99167 -4.13343 -2.05089
H -0.99908 -2.94399 -1.21908

The spin multiplicity is 2. The expectation value of S² is 0.759. The LUMO energy (spin up / spin down) is -2.71 / -2.71 eV. As for the total charge: +1.

Electronic structure analysis, Mulliken charges in units of e: 0.176 -0.439 1.019 -0.790 -0.521 -0.822 -0.504 0.072 1.100 -0.855 -0.563 0.012 0.309 0.060 -0.584 -0.622 0.017 0.326 0.293 0.387 0.404 0.391 0.393 0.311 0.300 0.398 -1.380 0.793 -1.433 -1.139 0.594 -0.267 0.078 0.551 -1.067 0.424 0.371 0.248 0.305 0.288 0.352 0.422 0.360 0.457 0.474 -0.009 0.190 -0.560 -0.231 -0.882 -0.045 0.070 0.453 0.412 0.455 0.449

***

# 2
DFT (wB97M-V/def2-TZVPD) results for a molecular structure, C20H23ClN2Pd in a non-equilibrium geometry.

Positions of all 47 atoms, in Å:
C 0.24513 0.65307 -4.75658
C 1.63224 1.20012 -5.08740
C 0.02782 -0.69964 -5.43184
C -0.84618 1.64308 -5.15804
Cl 0.13443 0.41364 -2.88708
H 0.06966 -0.60087 -6.52252
H -0.96080 -1.10940 -5.19764
H 0.81410 -1.41233 -5.15859
H 1.73815 1.37079 -6.16483
H 2.41716 0.48613 -4.81295
H 1.80722 2.16771 -4.60450
H -0.83070 1.82457 -6.23761
H -0.69635 2.61729 -4.67962
H -1.84255 1.25046 -4.92585
C 2.00541 -1.38832 1.63616
C 1.09063 -2.11983 0.82038
C 1.10789 -1.52376 -0.49228
H 0.45960 -2.95619 1.10771
C 1.98275 -0.37430 -0.43339
C 2.44688 -0.24424 0.91468
H 3.02245 0.59135 1.30376
H 2.34555 -1.67449 2.62351
H 0.58904 -1.89575 -1.36694
H 2.27008 0.24814 -1.27273
C -2.25745 1.08597 1.24739
C -2.44059 -0.15004 1.91272
C -1.98059 -1.20572 1.06977
H -2.89924 -0.28700 2.88460
C -1.72874 -0.63313 -0.23752
C -1.87342 0.81164 -0.10926
H -1.79313 1.51915 -0.93434
H -2.40656 2.08035 1.65881
H -1.90544 -2.26191 1.29701
H -1.49797 -1.17716 -1.15201
Pd 0.08800 -0.03307 0.80746
N -0.05237 0.44560 8.29724
C -0.06058 0.27819 7.13913
C -0.04249 0.15391 5.69580
C -0.23343 -1.05485 5.02240
C -0.06488 -1.06774 3.63822
N 0.07778 0.07415 2.94306
C 0.04841 1.24907 3.57179
C 0.19705 1.31514 4.94880
H -0.52259 -1.98144 5.55167
H -0.06338 -2.03088 3.13508
H -0.06509 2.14471 2.95940
H 0.44710 2.25785 5.43697

The spin multiplicity is 5. As for the energy above the lowest of the compared OMol25 structures with the same formula, charge and spin: 0.00 kJ/mol. The expectation value of S² is 6.021. The LUMO energy (spin up / spin down) is -6.92 / -10.33 eV. As for the total charge: +2.

Electronic structure analysis, Mulliken charges in units of e: 1.047 -1.467 -1.440 -1.443 -0.178 0.398 0.373 0.381 0.424 0.370 0.373 0.416 0.373 0.362 0.078 -0.617 -0.680 0.578 0.015 -0.930 0.472 0.542 0.740 0.479 -0.814 0.061 -0.354 0.540 -0.792 -0.247 0.522 0.576 0.548 0.738 0.327 -0.323 -0.339 0.763 -0.725 -0.031 0.440 -0.595 -0.789 0.491 0.382 0.451 0.502

***

# 3
DFT (wB97M-V/def2-TZVPD) results for a molecular structure, C20H23ClN2V in a non-equilibrium geometry.

Positions of all 47 atoms, in Å:
C -5.50323 0.30189 -0.36294
C -5.51122 1.59994 -1.16618
H -5.69002 -0.55959 -1.00868
H -6.28391 0.31361 0.40266
H -4.54587 0.14882 0.13779
H -4.64638 1.66449 -1.82880
H -6.41182 1.67086 -1.78293
H -5.49793 2.47171 -0.50744
C 0.70872 -2.71694 -0.47839
C 1.52213 -3.81495 -0.73781
C 2.64400 -3.67120 -1.56578
C 2.93878 -2.41523 -2.08501
H -0.20061 -2.79228 0.12105
H 1.26884 -4.78133 -0.30471
H 3.26697 -4.53051 -1.80656
H 3.72265 -2.24009 -2.81390
N 1.00927 -1.48275 -0.98393
C 2.17551 -1.30101 -1.70328
C 2.37688 0.05376 -2.12846
N 1.40506 0.92106 -1.66275
C 1.39280 2.19855 -2.14130
C 3.29282 1.78577 -3.56547
C 2.30592 2.65445 -3.08466
H 0.57700 2.82215 -1.79329
H 2.20625 3.66949 -3.46962
C 3.29764 0.47483 -3.10035
H 3.93465 -0.29186 -3.54233
H 4.00123 2.12274 -4.32056
V 0.03966 0.17412 -0.47248
C -1.45555 1.52230 -1.08141
H -1.52421 1.52506 -2.19548
H -1.27111 2.56602 -0.74156
H -2.45162 1.22033 -0.68018
Cl 0.41846 2.69285 3.97368
C 0.49136 0.99135 4.06996
C 0.46219 0.41290 5.33977
C 0.46780 -0.97694 5.48317
C 0.52301 -1.76719 4.33845
C 0.54253 -1.19578 3.06192
C 0.50716 0.20231 2.87127
C 0.54180 0.79612 1.53863
H 0.40068 1.06642 6.20668
H 0.46537 -1.41815 6.48211
H 0.51594 -2.86006 4.42505
H 0.57620 -1.81508 2.15393
H -0.42979 1.15669 1.12839
H 1.42401 1.43030 1.38172

The spin multiplicity is 4. As for the energy above the lowest of the compared OMol25 structures with the same formula, charge and spin: 0.00 kJ/mol. The expectation value of S² is 3.811. The LUMO energy (spin up / spin down) is 0.20 / -0.55 eV. As for the total charge: 0.

Electronic structure analysis, Mulliken charges in units of e: -0.702 -0.795 0.243 0.297 0.166 0.232 0.329 0.258 -0.148 -0.808 -0.477 -0.648 0.545 0.364 0.405 0.305 0.015 0.631 0.515 0.153 -0.087 -0.361 -0.842 0.314 0.372 -0.837 0.252 0.404 0.179 -1.384 0.422 0.389 0.191 -0.216 0.483 -0.600 -0.294 -0.738 0.085 0.331 -1.244 0.386 0.350 0.344 0.247 0.558 0.418

***

# 4
DFT (wB97M-V/def2-TZVPD) results for a molecular structure, C20H23ClN4O10P2RuS.

Positions of all 62 atoms, in Å:
Ru 0.09600 -0.82043 -1.29279
N -0.58862 1.56198 1.64493
C 0.62372 1.10633 2.39972
C 0.97355 2.15646 3.44340
P 2.01226 0.75717 1.26216
O 2.50024 2.22237 0.78932
O 3.04339 0.06130 2.06802
O 1.43182 0.12787 0.01252
P 0.02968 -0.48636 3.17840
O 1.28560 -0.85683 4.10833
O -1.14785 -0.07891 4.00252
O -0.14577 -1.45230 2.05228
H -0.53405 2.52176 1.29466
H -1.39279 1.44573 2.27350
H -0.75128 1.00305 0.77805
H 1.18256 3.12169 2.97431
H 1.86309 1.84357 3.98634
H 0.15551 2.25584 4.15977
H 2.33191 2.32983 -0.16066
H 2.09094 -0.82513 3.54830
C -2.43726 -3.39796 1.98882
N -2.88966 -2.12527 1.45453
C -3.53069 -1.14158 2.17360
C -3.60670 -0.05604 1.38254
N -2.96797 -0.37489 0.19197
C -2.52172 -1.64816 0.25070
S -1.66944 -2.53248 -0.93028
C -2.71091 0.60771 -0.82822
C -3.76198 1.19260 -1.44786
C -3.44069 2.16735 -2.45270
C -2.17920 2.58346 -2.62332
C -1.10470 2.13999 -1.67596
N -1.40095 0.88725 -1.01210
H -2.92645 -3.55233 2.94766
H -1.35727 -3.34042 2.12082
H -2.70030 -4.19935 1.30262
H -3.82837 -1.28696 3.19515
H -4.02982 0.91875 1.54157
H -4.77373 0.87445 -1.24684
H -4.22592 2.53956 -3.10004
H -1.90437 3.27155 -3.41203
H 0.04265 3.46556 -0.83695
O 1.22041 2.58819 -2.07556
C 0.23712 1.96832 -2.42520
O -0.87774 3.18056 -0.69172
C 0.24459 1.03586 -3.64107
O 0.25578 1.56728 -4.73663
O 0.27557 -0.21408 -3.36486
Cl 5.32274 -0.03697 -1.26821
C 4.04962 -1.21398 -1.33926
C 3.77216 -1.93879 -0.19694
C 2.72782 -2.84882 -0.19068
C 1.97300 -3.04864 -1.35326
C 2.25362 -2.32692 -2.49435
C 3.29122 -1.35080 -2.53010
C 3.47179 -0.55618 -3.66759
H 4.33178 -1.73686 0.70467
H 2.47231 -3.36928 0.72188
H 1.16983 -3.77467 -1.35575
H 1.66229 -2.46269 -3.39143
H 2.80792 -0.68459 -4.51002
H 4.20370 0.23526 -3.70067

The spin multiplicity is 6. As for the energy above the lowest of the compared OMol25 structures with the same formula, charge and spin: 12.49 kJ/mol. The expectation value of S² is 8.802. The LUMO energy (spin up / spin down) is 2.56 / 1.60 eV. As for the total charge: -1.

Electronic structure analysis, Mulliken charges in units of e: 0.544 0.101 0.850 -1.941 0.357 -0.675 -0.980 0.681 0.771 -0.601 -0.862 -0.562 0.580 0.545 -0.555 0.445 0.378 0.486 0.391 0.413 -0.934 0.271 -0.554 -0.536 0.588 0.362 -0.559 -0.403 -0.621 -0.679 -1.429 1.285 0.421 0.321 0.317 0.363 0.417 0.533 0.509 0.379 0.461 0.457 -0.804 0.408 -0.801 0.287 -0.677 -0.637 -0.256 0.857 -0.628 -0.044 -0.778 -0.913 0.929 -1.557 0.302 0.305 0.588 0.400 0.353 0.328

***

> What is the total charge in the third record?

0

***

> Look up the total charge of the second one.

+2